1.
Density functional theory data (ωB97M-V/def2-TZVPD) for a single C41H76N2O15 molecule at a distorted geometry.

Summary:
- relative energy (zero: lowest compared OMol25 entry of this formula, charge and spin) (kcal/mol) = 3.9
- orbital gap (eV) = 8.80
- E_HOMO (eV) = -8.2
- E_LUMO (eV) = 0.58

Positions of all 134 atoms, in Å:
C: -5.054 -3.468 -3.346
H: -4.023 -3.816 -3.327
H: -5.553 -3.831 -2.450
C: -5.105 -1.947 -3.408
H: -4.623 -1.602 -4.324
H: -6.139 -1.602 -3.413
C: -4.394 -1.312 -2.214
H: -4.667 -1.843 -1.294
C: -4.743 0.201 -2.025
C: -3.991 1.043 -3.051
H: -4.407 2.046 -3.080
H: -2.932 1.080 -2.817
H: -4.119 0.603 -4.035
O: -6.121 0.392 -2.233
H: -6.550 0.087 -1.417
C: -4.410 0.536 -0.541
O: -5.413 -0.148 0.182
H: -5.347 0.112 1.113
H: -3.420 0.116 -0.310
C: -4.351 2.051 -0.221
C: -3.522 2.345 1.011
N: -3.730 1.992 2.207
O: -4.868 1.209 2.506
C: -4.746 0.612 3.770
O: -4.609 -0.771 3.696
C: -3.482 -1.256 2.979
H: -3.340 -0.702 2.046
H: -3.733 -2.289 2.732
C: -2.183 -1.189 3.798
O: -1.026 -1.400 3.020
C: -0.875 -2.716 2.518
H: -1.587 -2.921 1.713
H: 0.144 -2.770 2.135
H: -1.005 -3.451 3.319
H: -2.226 -1.910 4.627
H: -2.060 -0.185 4.213
H: -3.913 1.098 4.301
H: -5.685 0.772 4.312
C: -2.317 3.247 0.870
C: -2.703 4.588 0.241
H: -3.001 4.478 -0.798
H: -3.522 5.043 0.793
H: -1.850 5.263 0.277
H: -1.961 3.451 1.882
C: -1.188 2.590 0.065
H: -1.569 2.292 -0.912
H: -0.400 3.326 -0.092
C: -0.542 1.360 0.727
C: 0.022 1.683 2.109
H: 0.435 0.776 2.548
H: -0.765 2.044 2.764
H: 0.811 2.424 2.029
O: -1.522 0.349 0.828
H: -1.250 -0.269 1.531
C: 0.621 0.850 -0.193
H: 1.255 0.186 0.401
O: 1.404 1.964 -0.622
C: 2.753 1.965 -0.288
O: 2.897 2.209 1.087
C: 4.251 2.280 1.511
C: 4.236 2.533 3.013
H: 3.773 3.495 3.218
H: 5.252 2.536 3.396
H: 3.663 1.761 3.517
C: 4.995 3.387 0.762
H: 6.041 3.402 1.062
H: 4.546 4.347 1.021
C: 4.909 3.162 -0.751
N: 5.700 4.153 -1.460
C: 6.202 3.684 -2.737
H: 5.404 3.500 -3.467
H: 6.881 4.437 -3.137
H: 6.760 2.762 -2.585
C: 5.078 5.453 -1.599
H: 4.262 5.461 -2.336
H: 5.840 6.162 -1.923
H: 4.692 5.785 -0.638
C: 3.417 3.073 -1.130
O: 3.275 2.793 -2.499
H: 2.356 2.535 -2.642
H: 2.904 4.014 -0.876
H: 5.356 2.187 -0.978
H: 4.737 1.313 1.295
H: 3.228 0.993 -0.544
C: 0.059 0.042 -1.397
C: 0.740 0.420 -2.710
H: 0.566 1.473 -2.920
H: 1.807 0.227 -2.654
H: 0.334 -0.159 -3.534
H: -1.008 0.265 -1.481
C: 0.159 -1.476 -1.125
H: -0.154 -1.673 -0.093
O: 1.512 -1.888 -1.280
C: 1.967 -2.863 -0.381
C: 3.293 -3.390 -0.939
H: 3.108 -4.204 -1.638
H: 3.782 -2.582 -1.485
C: 4.224 -3.867 0.182
C: 3.586 -5.007 0.976
H: 4.245 -5.342 1.773
H: 3.372 -5.844 0.316
H: 2.661 -4.659 1.425
C: 4.534 -2.655 1.107
O: 5.631 -1.919 0.622
H: 5.998 -2.419 -0.125
C: 3.317 -1.704 1.198
C: 3.207 -1.081 2.581
H: 2.471 -0.283 2.576
H: 2.898 -1.840 3.296
H: 4.173 -0.678 2.870
O: 2.095 -2.377 0.931
H: 3.474 -0.919 0.445
H: 4.780 -3.024 2.115
O: 5.417 -4.263 -0.496
C: 6.376 -4.992 0.243
H: 6.626 -4.504 1.189
H: 7.263 -5.024 -0.388
H: 6.043 -6.015 0.436
H: 1.229 -3.670 -0.282
C: -0.810 -2.235 -2.067
C: -2.228 -2.074 -1.535
O: -2.602 -2.495 -0.469
O: -2.983 -1.450 -2.427
H: -0.770 -1.792 -3.063
C: -0.531 -3.733 -2.195
H: -1.196 -4.164 -2.942
H: 0.495 -3.896 -2.513
H: -0.711 -4.238 -1.248
H: -3.843 2.523 -1.062
C: -5.746 2.671 -0.089
H: -6.312 2.494 -1.000
H: -6.286 2.241 0.750
H: -5.663 3.744 0.070
H: -5.546 -3.899 -4.214

Here are the Mulliken charges for atoms 1 to 2, given in e: -1.22 0.15

2.
Density functional theory data (ωB97M-V/def2-TZVPD) for 5 unconnected molecules or ions with the total composition C2H14NO5 at a distorted geometry.

Summary:
- relative energy (zero: lowest compared OMol25 entry of this formula, charge and spin) (kcal/mol) = 48.7
- net charge = -1
- orbital gap (eV) = 8.16
- E_HOMO (eV) = -4.7
- E_LUMO (eV) = 3.51

Positions of all 22 atoms, in Å:
C: -3.383 2.261 0.279
N: -1.983 1.691 0.249
C: -1.851 0.184 0.598
O: -1.035 -0.319 -0.325
H: -3.467 3.167 -0.306
H: -3.587 2.410 1.410
H: -4.122 1.588 -0.244
H: -1.633 1.813 -0.766
H: -2.821 -0.321 0.439
H: -1.428 0.228 1.637
H: -1.217 -1.113 -2.639
H: -1.421 -1.249 -1.212
O: -1.362 -1.819 -2.131
H: 2.200 -0.470 -0.415
H: 2.634 0.535 0.741
O: 3.009 -0.254 0.314
H: 5.254 -0.657 3.240
H: 4.046 -0.847 2.027
O: 4.318 -1.008 3.012
H: 0.832 -1.175 -2.279
H: 0.433 -0.224 -1.247
O: 1.269 -0.374 -1.794

Here are the Mulliken charges for atoms 1 to 2, given in e: -0.74 -0.45

3.
Density functional theory data (ωB97M-V/def2-TZVPD) for a single C4H9NO2 molecule at a distorted geometry.

Summary:
- relative energy (zero: lowest compared OMol25 entry of this formula, charge and spin) (kcal/mol) = 37.1
- SMILES = CCC(=O)NCO
- orbital gap (eV) = 10.14
- E_HOMO (eV) = -9.5
- E_LUMO (eV) = 0.63

Positions of all 16 atoms, in Å:
O: 2.041 -0.099 -1.602
C: 1.116 0.063 -0.819
N: -0.072 -0.548 -1.265
C: -1.355 -0.676 -0.574
O: -2.353 -0.849 -1.550
C: 1.127 0.815 0.424
C: 0.555 0.266 1.754
H: 0.040 -1.154 -2.060
H: -1.395 -1.488 0.157
H: -1.468 0.283 -0.053
H: -2.667 -0.001 -1.880
H: 2.159 1.097 0.733
H: 0.755 1.834 0.228
H: 1.199 -0.582 2.096
H: 0.851 0.856 2.612
H: -0.534 0.184 1.800

Here are the Mulliken charges for atoms 1 to 2, given in e: -0.65 0.59

4.
Density functional theory data (ωB97M-V/def2-TZVPD) for a single C22H27NO6S molecule at a distorted geometry.

Summary:
- relative energy (zero: lowest compared OMol25 entry of this formula, charge and spin) (kcal/mol) = 7.7
- SMILES = CCOC(=O)[C@H]1CCCN(C(=O)c2ccc(CS(=O)(=O)Cc3ccccc3C)o2)C1
- orbital gap (eV) = 9.31
- E_HOMO (eV) = -8.8
- E_LUMO (eV) = 0.54

Positions of all 57 atoms, in Å:
C: 2.387 -6.139 -1.105
C: 1.582 -4.936 -0.654
H: 0.729 -5.230 -0.032
H: 2.201 -4.228 -0.093
O: 1.096 -4.254 -1.814
C: 0.236 -3.264 -1.606
O: -0.270 -3.020 -0.540
C: 0.009 -2.497 -2.900
C: -1.269 -1.655 -2.898
C: -1.166 -0.485 -1.921
H: -1.154 -0.870 -0.902
C: 0.110 0.323 -2.156
N: 1.260 -0.557 -2.073
C: 1.990 -0.826 -0.965
O: 2.685 -1.830 -0.870
C: 2.006 0.149 0.142
C: 2.404 -0.094 1.433
C: 2.288 1.132 2.121
C: 1.852 2.048 1.198
C: 1.440 3.452 1.313
H: 1.789 4.060 0.483
H: 1.706 3.900 2.264
S: -0.413 3.513 1.168
O: -0.772 2.898 -0.078
O: -0.807 4.883 1.367
C: -1.027 2.503 2.586
C: -1.797 1.343 2.068
C: -1.222 0.078 2.052
C: -1.905 -1.008 1.537
C: -3.179 -0.829 1.027
C: -3.755 0.429 1.032
C: -3.079 1.530 1.541
C: -3.712 2.886 1.529
H: -3.060 3.607 1.037
H: -3.896 3.236 2.545
H: -4.661 2.858 1.001
H: -4.747 0.564 0.625
H: -3.719 -1.668 0.617
H: -1.438 -1.980 1.512
H: -0.227 -0.058 2.452
H: -1.621 3.193 3.178
H: -0.140 2.195 3.132
O: 1.684 1.453 0.003
H: 2.519 1.318 3.150
H: 2.724 -1.037 1.824
C: 1.230 -1.578 -3.098
H: 1.165 -1.087 -4.073
H: 2.153 -2.158 -3.037
H: 0.104 0.758 -3.161
H: 0.166 1.134 -1.435
H: -2.029 0.173 -2.023
H: -1.433 -1.277 -3.910
H: -2.121 -2.282 -2.628
H: -0.010 -3.229 -3.713
H: 2.776 -6.663 -0.237
H: 3.217 -5.815 -1.727
H: 1.763 -6.817 -1.681

Here are the Mulliken charges for atoms 1 to 2, given in e: -1.34 0.01